The following is a DFT calculation (wB97M-V/def2-TZVPD) of C31H31N3O4PtS2Se2 as an isolated structure at a distorted geometry.

* calculated total energy: -7383.68817 a.u.
* E_LUMO: -1.1564 eV
* ΔE to the lowest compared entry with this formula, charge and spin: 0.817 eV
* orbital gap: 0.2127 Ha
* highest occupied orbital energy: -6.943 eV
* charge: 0

The geometry in XYZ format:
```
74
Properties=species:S:1:pos:R:3:mulliken_charge:R:1
Pt 1.13350 1.13466 1.60914 1.61
Se -0.57175 3.23857 0.68644 -0.08
Se 0.90913 4.38511 2.00460 -0.02
C 0.03319 3.47038 3.49410 0.35
C -0.36935 4.16379 4.61771 -0.71
C -0.95436 3.44356 5.65150 -0.24
C -1.15489 2.08319 5.50963 -1.10
C -0.75254 1.47118 4.33141 -0.46
N -0.15212 2.15172 3.36203 0.22
C -0.05408 3.54051 -1.16026 0.27
C -0.68161 4.57113 -1.84205 -0.61
C -0.35665 4.74714 -3.18115 -0.36
C 0.56948 3.89805 -3.75789 -0.78
C 1.12909 2.89296 -2.97839 -0.28
N 0.81555 2.70544 -1.70165 0.08
H -0.23405 5.23395 4.67868 0.47
H -1.26970 3.95390 6.55236 0.42
H -1.62663 1.49982 6.28754 0.46
H -0.90939 0.41887 4.12838 0.53
H -1.38786 5.21786 -1.34161 0.45
H -0.81473 5.54338 -3.75314 0.41
H 0.85259 3.99414 -4.79716 0.43
H 1.85257 2.20439 -3.39768 0.49
C 3.42174 0.89007 5.58384 -1.61
C 2.69326 0.56017 4.31119 0.76
S 2.84253 1.72295 3.01932 -0.57
C 2.01287 -0.57819 4.14480 0.53
C 1.89973 -1.61784 5.22721 -1.62
S 1.20275 -0.93038 2.64145 -0.40
H 3.98725 1.81582 5.48324 0.45
H 4.11577 0.09685 5.86851 0.35
H 2.71506 1.02002 6.40823 0.28
H 2.86884 -1.83280 5.67795 0.36
H 1.48785 -2.55049 4.83858 0.48
H 1.23467 -1.27128 6.02345 0.29
C 0.25153 -4.40101 -5.39147 -1.52
C -0.32363 -3.04672 -5.07815 1.06
C -0.68388 -2.19258 -6.11314 -0.84
C -1.20245 -0.93468 -5.84778 -0.85
C -1.39057 -0.53892 -4.53654 -0.66
C -1.03898 -1.38020 -3.48611 -0.37
N -1.24221 -0.92373 -2.16092 0.70
C -2.09285 -1.54344 -1.27816 1.17
C -2.97177 -2.52425 -1.77023 -0.98
C -3.87457 -3.16194 -0.94694 -0.60
C -3.95739 -2.84105 0.40044 -0.90
C -3.12009 -1.85956 0.88979 -0.63
C -2.18205 -1.20239 0.09333 0.12
C -1.34964 -0.18869 0.83320 0.41
O -1.72856 0.24278 1.91111 -0.67
O -0.19364 0.14980 0.30862 -0.77
C -0.47714 -2.63607 -3.74677 1.34
C -0.00675 -3.52598 -2.63123 -1.55
H 0.19996 -4.60545 -6.45993 0.39
H -0.28279 -5.19575 -4.86752 0.31
H 1.29905 -4.47193 -5.08863 0.34
H -0.55373 -2.52023 -7.13769 0.36
H -1.48159 -0.27693 -6.66177 0.40
H -1.83154 0.41827 -4.29884 0.55
H -0.66373 -0.17815 -1.79945 -0.25
H -2.94531 -2.76736 -2.82414 0.43
H -4.52970 -3.91386 -1.37009 0.40
H -4.66421 -3.33889 1.04967 0.39
H -3.16340 -1.56409 1.92989 0.46
H 0.05464 -2.98187 -1.69137 0.03
H 0.97901 -3.93588 -2.85693 0.54
H -0.68131 -4.37220 -2.47609 0.34
C 2.74845 -1.04157 -0.24154 -0.43
O 3.10025 0.32559 -0.48468 -0.42
C 2.55950 1.32987 0.19627 0.60
O 2.91632 2.45174 0.00576 -0.43
H 3.25210 -1.59996 -1.02641 0.30
H 1.67143 -1.18243 -0.30733 0.03
H 3.11351 -1.35884 0.73148 0.33
```

The following is a DFT calculation (wB97M-V/def2-TZVPD) of C31H31N6O6Ru as an isolated structure.

* calculated total energy: -2074.93523 a.u.
* 2S+1: 2
* E_LUMO (spin up / spin down): 0.1691 / -0.0660 eV
* ΔE to the lowest compared entry with this formula, charge and spin: 0.446 eV
* orbital gap (spin up / spin down): 0.2840 / 0.2857 Ha
* highest occupied orbital energy (spin up / spin down): -7.558 / -7.841 eV
* charge: 0

The geometry in XYZ format:
```
75
Properties=species:S:1:pos:R:3:lowdin_spin:R:1
Ru 0.28497 -1.32260 -0.88200 0.83
O -0.43856 -7.21893 -2.06573 0.00
C -0.22029 -5.91383 -1.79159 0.00
C 0.96347 -5.46447 -1.20341 0.00
C 1.08063 -4.11438 -0.95200 0.00
N 0.08876 -3.28741 -1.24972 0.00
C -1.02337 -3.68147 -1.86228 0.00
C -1.22443 -5.01277 -2.14840 0.00
C -1.91212 -2.51002 -2.27016 0.00
O -2.98918 -2.70698 -2.78243 0.01
O -1.32955 -1.35269 -2.09924 0.04
C 2.29208 -3.37204 -0.40552 0.00
O 3.26688 -3.96069 0.00863 0.00
O 2.17089 -2.07414 -0.51626 0.05
H 0.31893 -7.74749 -1.78910 0.00
H 1.77918 -6.13151 -0.95405 0.00
H -2.12530 -5.34087 -2.64679 0.00
C -3.04162 2.43606 -1.43506 0.00
C -2.77523 3.47301 -0.38095 0.00
C -3.80221 4.26622 0.12036 0.00
C -3.56510 5.23920 1.08072 0.00
C -2.28236 5.44067 1.56620 0.00
C -1.24611 4.64914 1.09439 0.00
C -1.48862 3.67730 0.13282 0.00
N -0.39708 2.86808 -0.31536 0.00
C -0.37579 1.50682 -0.13164 0.00
N -1.15770 1.05787 0.86555 0.01
C -1.43435 -0.25141 1.30226 0.01
C -0.89423 -1.39999 0.71444 -0.02
C -1.21294 -2.62085 1.32774 0.01
C -2.03891 -2.70467 2.43055 0.00
C -2.58987 -1.54945 2.96410 0.02
C -2.29398 -0.31665 2.41640 0.00
C -2.87189 0.93590 3.02341 0.00
N 0.36043 0.71783 -0.85232 0.02
C 1.04600 1.26032 -1.98423 0.00
C 0.38771 1.27244 -3.21189 0.00
C 1.02737 1.76162 -4.34068 0.00
C 2.32790 2.23279 -4.23800 0.00
C 2.98306 2.19915 -3.01531 0.00
C 2.36474 1.70800 -1.86905 0.00
C 3.09297 1.62758 -0.55877 0.00
H -3.97421 2.65041 -1.95423 0.00
H -3.11691 1.43259 -1.00838 0.00
H -2.23761 2.40731 -2.17067 0.00
H -4.80545 4.12363 -0.26301 0.00
H -4.38517 5.84358 1.44617 0.00
H -2.08967 6.20033 2.31183 0.00
H -0.23659 4.76686 1.46773 0.00
H 0.18815 3.21758 -1.05903 0.00
H -1.60691 1.78725 1.39279 0.00
H -0.78966 -3.53928 0.94519 0.00
H -2.25623 -3.66776 2.87470 0.00
H -3.24738 -1.60102 3.82362 0.00
H -3.52842 0.68488 3.85412 0.00
H -3.46519 1.50961 2.30350 0.00
H -2.09180 1.59800 3.41411 0.00
H -0.61595 0.86667 -3.26175 0.00
H 0.51417 1.76739 -5.29335 0.00
H 2.83811 2.61768 -5.11145 0.00
H 4.00425 2.55513 -2.94512 0.00
H 4.03261 2.17731 -0.60966 0.00
H 3.30912 0.58719 -0.30903 0.00
H 2.49409 2.01907 0.26442 0.00
C 4.75219 -1.56814 2.46973 0.00
N 3.52639 -1.14005 1.83850 0.00
C 2.59493 -0.32121 2.38765 0.00
N 2.90729 0.21867 3.61858 0.00
O 1.52588 -0.09374 1.83503 0.01
H 5.17792 -2.36802 1.86845 0.00
H 4.57307 -1.95876 3.47452 0.00
H 5.49486 -0.76602 2.53305 0.00
H 3.26229 -1.52581 0.94074 0.00
H 3.86620 0.29968 3.90667 0.00
H 2.28045 0.94432 3.91898 0.00
```

Question: What is the ΔE to the lowest compared entry with this formula, charge and spin in the first record?
Answer: 0.817 eV